Version A
Molecular formula: C3H5N5
Method: DFT, ωB97M-V/def2-TZVPD

Properties
HOMO-LUMO gap	8.200	eV
HOMO	-8.4	eV
SMILES	N/N=c1/nncc[nH]1
LUMO	-0.210	eV

Structure (ORCA input):
```
! RIJCOSX wB97M-V def2-TZVPD def2/J DEFGRID3
* xyz 0 1
C 0.31729 0.11994 -0.74390
C 1.56589 -0.52566 1.47208
C 0.19634 -0.38442 1.54357
H -1.91620 1.61513 -1.68989
H -2.01746 0.04314 -2.19304
H 2.06736 -0.58243 2.42727
H -0.37545 -0.66348 2.46111
H -1.39944 -0.04766 0.04848
N -1.65499 0.71027 -1.50376
N -0.28832 0.53359 -1.81878
N 1.68283 -0.24151 -0.73059
N 2.25239 -0.47588 0.36729
N -0.43025 -0.10103 0.36016
*
```

Atomic partial charges in e from the natural (NBO) method, atoms 1 to 4:
1 C 0.4564
2 C -0.1652
3 C 0.0791
4 H 0.3665

Version B
Molecular formula: C3H5N5
Method: DFT, ωB97M-V/def2-TZVPD

Properties
HOMO-LUMO gap	9.553	eV
HOMO	-9.0	eV
SMILES	[H]/N=c1/ncn(/C=N/[H])[nH]1
LUMO	0.523	eV

Structure (ORCA input):
```
! RIJCOSX wB97M-V def2-TZVPD def2/J DEFGRID3
* xyz 0 1
C 0.78116 0.99749 1.16085
C 0.03976 -1.20287 0.56495
C -0.68430 -0.77912 -1.47851
H 1.90071 1.34443 2.64256
H 1.19011 1.93447 0.74670
H 0.34743 -1.53285 1.43541
H -1.54576 -0.29653 -2.99600
H -1.20128 1.14406 -0.96746
N 1.21452 0.65944 2.31304
N -0.12181 0.20035 0.52680
N -0.28138 -1.75732 -0.56399
N -1.20668 -1.14820 -2.54214
N -0.43247 0.43666 -0.84223
*
```

Atomic partial charges in e from the natural (NBO) method, atoms 1 to 4:
1 C 0.2575
2 C 0.2905
3 C 0.4957
4 H 0.3503

Version C
Molecular formula: C3H5N5
Method: DFT, ωB97M-V/def2-TZVPD

Properties
HOMO-LUMO gap (spin up / spin down)	8.354 / 8.664	eV
HOMO (spin up / spin down)	-8.6 / -8.5	eV
LUMO (spin up / spin down)	-0.285 / 0.153	eV

Structure (ORCA input):
```
! RIJCOSX wB97M-V def2-TZVPD def2/J DEFGRID3
* xyz 0 1
C -1.36477 -0.18430 -1.54841
C -0.49809 -0.85172 -0.76960
C -0.15143 1.27053 -0.62477
N -1.20310 1.18126 -1.39837
N 0.24604 -0.50279 2.10560
N 1.36867 -0.88093 2.03589
N 0.40128 0.08700 -0.27855
N 1.67713 -0.07006 0.00686
H -2.24109 -0.63752 -1.97822
H -0.17198 -1.85567 -0.59086
H 0.29852 2.25221 -0.33907
H -0.25113 -0.63804 2.98227
H 1.88996 0.83004 0.39724
*
```

Atomic partial charges in e from the natural (NBO) method, atoms 1 to 4:
1 C -0.0782
2 C -0.1119
3 C 0.1732
4 N -0.4408

version B ends up most stable, edging out the next structure by 0.0436 hartree.

Version A
Molecular formula: C37H35N8O3S2Tm
Method: DFT, ωB97M-V/def2-TZVPD

Properties
HOMO-LUMO gap (spin up / spin down)	7.461 / 7.466	eV
HOMO (spin up / spin down)	-7.3 / -7.3	eV
expectation value of S²	2.00
LUMO (spin up / spin down)	0.197 / 0.194	eV

Structure (ORCA input):
```
! RIJCOSX wB97M-V def2-TZVPD def2/J DEFGRID3
* xyz 0 3
Tm -0.63653 0.48706 0.92728
C -2.47109 2.05791 4.89353
C -1.50859 1.63307 3.83167
N -1.67561 1.92386 2.58880
N -2.78090 2.68446 2.31540
C -2.89025 3.01470 1.04235
N -4.00075 3.73985 0.75523
S -1.83386 2.65362 -0.27827
C -0.26721 0.89083 4.19377
C 0.20634 0.85771 5.50176
C 1.39546 0.19910 5.77246
C 2.09168 -0.39979 4.73935
C 1.56621 -0.30783 3.46040
N 0.41811 0.30333 3.20249
H -3.48710 1.93490 4.52227
H -2.36240 3.12039 5.12394
H -2.34179 1.48321 5.80632
H -4.52892 4.10844 1.52785
H -4.08603 4.16222 -0.14972
H -0.33383 1.35677 6.29053
H 1.77549 0.16663 6.78529
H 3.02610 -0.91656 4.90168
H 2.08356 -0.72977 2.60702
C 1.77455 2.49810 -3.82522
C 2.62903 1.39699 -4.38528
C 3.70341 1.69322 -5.22034
C 4.50140 0.69938 -5.76432
C 4.24400 -0.63276 -5.47432
C 3.19410 -0.95089 -4.62813
C 2.39247 0.05012 -4.09276
N 1.31535 -0.32393 -3.23849
C 1.15622 0.13999 -1.95283
N 2.30277 0.57502 -1.38417
C 2.50989 1.38192 -0.22075
C 1.49815 1.61693 0.69973
C 1.85235 2.51047 1.72222
C 3.12126 3.03201 1.89866
C 4.10831 2.71264 0.97231
C 3.81880 1.90615 -0.11513
C 4.88454 1.61001 -1.13725
N 0.00354 0.09456 -1.34650
C -1.04864 -0.58996 -2.02364
C -1.94173 0.07267 -2.85338
C -2.99113 -0.62666 -3.43467
C -3.15899 -1.97881 -3.16896
C -2.27962 -2.63056 -2.31484
C -1.21489 -1.94935 -1.73769
C -0.25080 -2.66716 -0.82576
H 1.78910 3.36023 -4.49051
H 2.12423 2.82423 -2.84300
H 0.73912 2.17989 -3.70070
H 3.90393 2.73083 -5.45836
H 5.32169 0.96635 -6.41683
H 4.85910 -1.41729 -5.89337
H 2.98458 -1.97833 -4.36019
H 0.50340 -0.75100 -3.65565
H 3.10234 0.48510 -1.98849
H 1.09309 2.79730 2.44800
H 3.34162 3.69390 2.72735
H 5.11241 3.10804 1.07939
H 5.82726 2.07670 -0.85477
H 4.62407 1.98994 -2.13139
H 5.08012 0.53797 -1.24681
H -1.82560 1.13778 -3.00465
H -3.68844 -0.10966 -4.08013
H -3.98332 -2.52258 -3.61159
H -2.42914 -3.67880 -2.07987
H -0.68846 -3.62740 -0.53811
H 0.01242 -2.53348 1.13908
H 0.69197 -2.87462 -1.34563
O -2.83579 -0.38533 0.56955
C -2.73034 -1.31435 1.39121
N -1.81918 -1.25488 2.37226
S -1.62705 -2.68633 3.17752
O 0.03235 -1.92170 0.35958
O -0.37402 -3.34140 2.67053
C -2.98220 -3.46076 2.28755
C -3.46888 -4.74626 2.42569
C -4.49880 -5.12863 1.57261
C -5.01292 -4.25123 0.61906
C -4.50699 -2.96338 0.48809
C -3.49028 -2.58946 1.34667
H -3.06514 -5.43726 3.15327
H -4.90965 -6.12668 1.64692
H -5.81427 -4.58202 -0.02800
H -4.87481 -2.26967 -0.25620
*
```

Atomic partial charges in e from the Löwdin method, atoms 1 to 4:
1 Tm 1.2538
2 C -0.0309
3 C -0.2769
4 N -0.0677

Version B
Molecular formula: C37H35N8O3S2Tm
Method: DFT, ωB97M-V/def2-TZVPD

Properties
HOMO-LUMO gap (spin up / spin down)	6.926 / 6.934	eV
HOMO (spin up / spin down)	-7.4 / -7.4	eV
expectation value of S²	2.00
LUMO (spin up / spin down)	-0.442 / -0.433	eV

Structure (ORCA input):
```
! RIJCOSX wB97M-V def2-TZVPD def2/J DEFGRID3
* xyz 0 3
Tm -0.44051 1.05267 0.14865
C -3.13779 3.67014 2.71104
C -2.11771 3.12653 1.76590
N -1.17586 2.32230 2.14747
N -0.90378 2.29597 3.46109
C -1.05631 1.21713 4.17497
N -0.27972 1.12291 5.29511
S -2.26543 0.02139 3.87162
C -1.97229 3.71709 0.41874
C -2.95181 4.51048 -0.16534
C -2.65453 5.21183 -1.31895
C -1.38547 5.11392 -1.86388
C -0.48653 4.26705 -1.25353
N -0.75490 3.57989 -0.14245
H -3.21367 3.01622 3.57573
H -4.11510 3.72955 2.23113
H -2.86292 4.67306 3.05430
H 0.26004 1.93374 5.55013
H -0.63141 0.53832 6.03322
H -3.93854 4.56811 0.27090
H -3.40969 5.82768 -1.78960
H -1.11035 5.65462 -2.75813
H 0.50939 4.12823 -1.65999
C 1.03424 -4.41865 2.97448
C -0.31996 -4.15415 2.36193
C -1.10565 -5.22538 1.93949
C -2.37584 -5.02894 1.42738
C -2.90101 -3.74538 1.34845
C -2.13035 -2.66785 1.74343
C -0.84202 -2.86912 2.22221
N -0.04466 -1.71695 2.56752
C 0.80091 -1.13764 1.72335
N 1.37230 -1.94620 0.74515
C 0.71382 -1.92101 -0.54229
C -0.46575 -1.17468 -0.72220
C -1.09606 -1.41407 -1.95677
C -0.56991 -2.23379 -2.94551
C 0.64073 -2.87684 -2.73160
C 1.28028 -2.76285 -1.50673
C 2.54205 -3.53027 -1.20885
N 1.10219 0.15489 1.81775
C 2.41453 0.57786 1.46303
C 2.55903 1.79193 0.79337
C 3.80515 2.29692 0.47039
C 4.94214 1.60488 0.84768
C 4.80627 0.43452 1.57861
C 3.56379 -0.09349 1.91464
C 3.52213 -1.31179 2.79887
H 0.93827 -5.11167 3.81146
H 1.49007 -3.50545 3.35145
H 1.71892 -4.88023 2.25611
H -0.70720 -6.23120 2.01887
H -2.96345 -5.87813 1.10089
H -3.90045 -3.58306 0.96675
H -2.52065 -1.66184 1.70111
H -0.49209 -1.09122 3.25255
H 1.49004 -2.89928 1.06546
H -2.06135 -0.96653 -2.14921
H -1.10389 -2.36602 -3.88036
H 1.08184 -3.49363 -3.50771
H 2.95495 -3.96272 -2.12018
H 2.35043 -4.35706 -0.51468
H 3.29666 -2.88649 -0.75148
H 1.68366 2.38741 0.55654
H 3.88555 3.24110 -0.05305
H 5.92477 1.98892 0.60732
H 5.69438 -0.08124 1.92861
H 4.30721 -1.24339 3.55232
H 3.68754 -2.22702 2.22466
H 2.57439 -1.40767 3.32655
O 0.76745 1.36512 -1.67912
C -0.24976 1.38570 -2.43528
N -1.47294 1.57072 -1.93769
S -2.60985 1.61229 -3.14270
O -3.10123 2.94766 -3.31237
O -3.56437 0.56101 -2.96559
C -1.45789 1.24687 -4.43888
C -1.68398 1.05870 -5.78592
C -0.57634 0.77936 -6.57946
C 0.70321 0.68879 -6.03239
C 0.91208 0.88750 -4.67320
C -0.19127 1.17396 -3.89569
H -2.68003 1.11349 -6.20582
H -0.71257 0.63065 -7.64268
H 1.54183 0.45686 -6.67640
H 1.89263 0.80689 -4.22263
*
```

Atomic partial charges in e from the Löwdin method, atoms 1 to 4:
1 Tm 1.5365
2 C -0.0159
3 C -0.2898
4 N -0.0981

version A ends up most stable, edging out the next structure by 0.1141 hartree.

Version A
Molecular formula: C4H10N2O2
Method: DFT, ωB97M-V/def2-TZVPD

Properties
HOMO-LUMO gap (spin up / spin down)	6.858 / 5.195	eV
HOMO (spin up / spin down)	-13.5 / -13.3	eV
expectation value of S²	1.77
LUMO (spin up / spin down)	-6.673 / -8.124	eV

Structure (ORCA input):
```
! RIJCOSX wB97M-V def2-TZVPD def2/J DEFGRID3
* xyz 1 2
O 0.81460 1.52940 0.32590
C -0.17304 0.85019 -0.26876
N -1.21546 0.26993 0.57228
C -0.77572 0.29260 1.97813
C 1.71011 0.76443 -1.99661
N 1.03741 -0.39093 -2.50957
C 0.50877 -0.33894 -1.16303
O -1.10625 -2.27366 0.85643
H -1.51053 -0.68046 0.33520
H -1.59403 0.07347 2.67044
H -0.42925 1.31541 2.10575
H 0.07172 -0.36628 2.17977
H 2.31853 0.91160 -1.09966
H 1.50332 1.68331 -2.55772
H -0.75808 1.41627 -1.02337
H -0.36766 -1.01497 -1.20353
H 1.14111 -0.85886 -0.41032
H -1.17554 -3.18252 1.20867
*
```

Atomic partial charges in e from the natural (NBO) method, atoms 1 to 4:
1 O -0.3698
2 C 0.2198
3 N -0.5691
4 C -0.4407

Version B
Molecular formula: C4H10N2O2
Method: DFT, ωB97M-V/def2-TZVPD

Properties
HOMO-LUMO gap (spin up / spin down)	8.284 / 3.471	eV
HOMO (spin up / spin down)	-12.8 / -12.7	eV
expectation value of S²	0.76
LUMO (spin up / spin down)	-4.535 / -9.261	eV

Structure (ORCA input):
```
! RIJCOSX wB97M-V def2-TZVPD def2/J DEFGRID3
* xyz 1 2
C 1.00821 1.91156 0.36073
C 0.67570 1.34776 1.73765
O 1.04778 0.25213 2.10377
N -0.22596 2.07293 2.44816
H -0.47248 1.79766 3.38238
H -0.62585 2.93423 2.10461
H 2.04611 1.68739 0.16054
H 0.85540 2.97673 0.39194
H 0.52582 1.35547 -0.44040
C -1.34955 -1.47033 -0.69990
C -0.23146 -1.43218 -1.63233
O 0.17456 -0.46085 -2.30204
N 0.38858 -2.57200 -1.93045
H -2.14210 -2.10388 -1.11734
H -1.78466 -0.48613 -0.52556
H 1.21944 -2.52981 -2.51942
H -0.12563 -3.42443 -1.76813
H -0.98389 -1.85625 0.24578
*
```

Atomic partial charges in e from the natural (NBO) method, atoms 1 to 4:
1 C -0.7066
2 C 0.6703
3 O -0.6212
4 N -0.8165

version B ends up most stable, edging out the next structure by 0.3499 hartree.

Version A
Molecular formula: C3H11NO2
Method: DFT, ωB97M-V/def2-TZVPD

Properties
HOMO-LUMO gap	9.832	eV
HOMO	-9.1	eV
SMILES	C[C@@H](O)CN.O
LUMO	0.703	eV

Structure (ORCA input):
```
! RIJCOSX wB97M-V def2-TZVPD def2/J DEFGRID3
* xyz 0 1
C 0.21976 0.23489 1.02722
C 0.86157 0.68215 -0.30936
C 2.22973 0.06592 -0.41789
O 0.03318 0.32673 -1.41016
N -0.92131 1.03619 1.47081
H 0.96725 0.31913 1.82657
H -0.05975 -0.81763 0.94132
H 0.79551 1.77621 -0.34330
H 2.86087 0.42162 0.41869
H 2.73012 0.17012 -1.37606
H 2.30970 -0.96403 -0.04951
H -0.29708 -0.56404 -1.29028
H -1.48480 1.16910 0.63895
H -0.63848 1.88557 1.90260
H -2.51501 -2.68625 -0.44954
H -1.79894 -1.85462 0.54143
O -2.05896 -1.83665 -0.38491
*
```

Atomic partial charges in e from the natural (NBO) method, atoms 1 to 4:
1 C -0.2280
2 C 0.0693
3 C -0.6483
4 O -0.7307

Version B
Molecular formula: C3H11NO2
Method: DFT, ωB97M-V/def2-TZVPD

Properties
HOMO-LUMO gap	10.032	eV
HOMO	-9.2	eV
SMILES	NCCCO.O
LUMO	0.861	eV

Structure (ORCA input):
```
! RIJCOSX wB97M-V def2-TZVPD def2/J DEFGRID3
* xyz 0 1
C -0.32453 -0.17923 0.45173
C -0.80593 -1.61323 0.13298
C 0.14935 -2.30580 -0.84738
O 1.46972 -2.59089 -0.38021
N -1.19809 0.34366 1.48807
H 0.67746 -0.36537 0.80221
H -0.22323 0.53149 -0.38799
H -1.01640 -2.15988 1.05873
H -1.79519 -1.76936 -0.42007
H -0.23745 -3.26037 -1.22898
H 0.04850 -1.60654 -1.66584
H 1.29991 -3.05577 0.44728
H -1.08329 1.33578 1.67543
H -2.19082 0.29373 1.29487
H 0.28005 5.63344 0.00516
H 0.69073 5.76568 -1.49956
O 0.70302 5.19221 -0.73258
*
```

Atomic partial charges in e from the natural (NBO) method, atoms 1 to 4:
1 C -0.2268
2 C -0.4312
3 C -0.0730
4 O -0.7132

version A ends up most stable, edging out the next structure by 0.0192 hartree.

Version A
Molecular formula: C2H5NSi
Method: DFT, ωB97M-V/def2-TZVPD

Properties
HOMO-LUMO gap	7.092	eV
HOMO	-8.3	eV
LUMO	-1.192	eV

Structure (ORCA input):
```
! RIJCOSX wB97M-V def2-TZVPD def2/J DEFGRID3
* xyz 0 1
C 1.83359 -2.01815 -1.41674
C 0.88405 -1.51160 -0.86680
N -0.64923 0.99675 1.55997
Si -1.06705 0.98136 -0.13461
H 2.39215 -2.73308 -1.83710
H -1.27504 1.00137 2.42584
H 0.39295 0.85654 1.77760
H -0.03879 1.83418 -0.88206
H -2.47263 0.59261 -0.62610
*
```

Atomic partial charges in e from the natural (NBO) method, atoms 1 to 4:
1 C -0.5066
2 C -0.3902
3 N -1.3287
4 Si 1.3887

Version B
Molecular formula: C2H5NSi
Method: DFT, ωB97M-V/def2-TZVPD

Properties
HOMO-LUMO gap	7.685	eV
HOMO	-8.9	eV
LUMO	-1.207	eV

Structure (ORCA input):
```
! RIJCOSX wB97M-V def2-TZVPD def2/J DEFGRID3
* xyz 0 1
C -0.07824 -0.99644 -2.74546
C 0.04445 -0.73332 -1.56388
N -0.01059 -0.48777 -0.25537
Si -0.10876 0.71201 0.92799
H -0.17203 -1.01857 -3.82115
H 0.33175 -1.65137 0.82517
H 0.96668 0.67233 1.96035
H -1.21674 0.38821 1.89175
H -0.76671 2.03684 0.49265
*
```

Atomic partial charges in e from the natural (NBO) method, atoms 1 to 4:
1 C -0.2802
2 C 0.1497
3 N -1.0041
4 Si 1.0717

Version C
Molecular formula: C2H5NSi
Method: DFT, ωB97M-V/def2-TZVPD

Properties
HOMO-LUMO gap	7.876	eV
HOMO	-9.2	eV
LUMO	-1.358	eV

Structure (ORCA input):
```
! RIJCOSX wB97M-V def2-TZVPD def2/J DEFGRID3
* xyz 0 1
C -3.00986 -0.96548 1.26951
C -1.64883 -0.78371 0.88678
N -4.11611 -1.04165 1.56273
Si -1.55075 0.88771 -0.13613
H -1.03021 -0.78026 1.78764
H -1.34438 -1.62580 0.26004
H 2.28389 0.47056 -1.54470
H 1.52552 0.44546 -1.69912
H -0.70016 1.63303 0.84273
*
```

Atomic partial charges in e from the natural (NBO) method, atoms 1 to 4:
1 C 0.2665
2 C -1.0264
3 N -0.3309
4 Si 0.8457

version C ends up most stable, edging out the next structure by 0.0758 hartree.

Version A
Molecular formula: FHOS
Method: DFT, ωB97M-V/def2-TZVPD

Properties
HOMO-LUMO gap	6.523	eV
HOMO	-8.5	eV
SMILES	O=S.F
LUMO	-1.948	eV

Structure (ORCA input):
```
! RIJCOSX wB97M-V def2-TZVPD def2/J DEFGRID3
* xyz 0 1
H -1.67998 0.39786 0.28216
O 1.52105 0.71515 -0.09622
F -1.27354 -0.33255 -0.12295
S 1.43247 -0.78047 -0.06300
*
```

Now the natural (NBO) charges, all in e:
1 H 0.5700
2 O -0.6891
3 F -0.5621
4 S 0.6813

Version B
Molecular formula: FHOS
Method: DFT, ωB97M-V/def2-TZVPD

Properties
HOMO-LUMO gap	7.346	eV
HOMO	-8.4	eV
LUMO	-1.066	eV

Structure (ORCA input):
```
! RIJCOSX wB97M-V def2-TZVPD def2/J DEFGRID3
* xyz 0 1
H -0.90912 0.53414 -0.02001
O 1.02936 -0.22058 1.00927
F -1.06779 -0.23980 -0.50936
S 0.94755 -0.07376 -0.47990
*
```

Now the natural (NBO) charges, all in e:
1 H 0.5862
2 O -0.7998
3 F -0.4802
4 S 0.6938

version A ends up most stable, edging out the next structure by 0.0207 hartree.